This record from OMol25 describes a structure of composition C6H10O2. The level of theory is wB97M-V/def2-TZVPD.

The value obtained for the calculated total energy is -384.9809 a.u. The energy above the lowest of the compared OMol25 structures with the same formula, charge and spin is 76.3 kcal/mol.

```
! wB97M-V def2-TZVPD RIJCOSX def2/J DEFGRID3
* xyz 0 1
C 2.52 0.20 0.07
C 0.23 -0.29 -0.12
C -0.21 0.72 1.09
C -1.42 0.87 0.10
C -1.89 -0.61 0.10
C -0.48 0.99 -1.09
H 2.83 0.77 -0.87
H 3.44 -0.49 0.40
H 2.37 0.80 0.97
H -0.40 0.30 2.01
H 0.43 1.73 1.06
H -2.21 1.54 0.26
H -2.65 -0.94 -0.70
H -2.25 -0.77 1.17
H 0.23 1.82 -1.13
H -0.77 0.61 -2.01
O 1.46 -0.76 -0.16
O -0.65 -1.32 -0.10
*
```